(1)
46
Properties=species:S:1:pos:R:3:lowdin_charge:R:1 method="wB97M-V/def2-TZVPD" homo_ev=-9.5726 relative_energy_ev=1.9961 e_tot_ha=-1103.50215 smiles="NC(N)=O.NC(N)=O.CC(C)O.O.O.O.O.O.O" lumo_energy_ev=-0.39
N 1.6779 1.0355 1.1099 0.173
C 2.1707 0.5208 2.1936 -0.790
N 1.9393 1.3509 3.1775 0.158
O 2.7991 -0.5070 2.2631 0.061
H 1.4594 2.0203 1.1601 0.112
H 2.2128 0.6878 0.3268 0.075
H 1.3837 2.1783 3.0137 0.100
H 1.6969 0.8278 4.0068 0.120
N -6.4333 -1.9479 1.6633 0.154
C -5.9202 -1.3135 0.6356 -0.786
N -4.6291 -1.3367 0.6737 0.174
O -6.5443 -0.8714 -0.3139 0.026
H -5.7990 -2.3771 2.3218 0.103
H -7.3227 -1.6398 2.0297 0.119
H -4.2539 -1.8363 1.4673 0.110
H -4.0026 -0.9200 -0.0001 0.086
C 3.6176 1.8861 -2.1655 -0.058
C 3.7160 0.3368 -2.0520 -0.437
C 4.8845 -0.3814 -1.3192 -0.027
O 2.4679 -0.0274 -1.4795 -0.091
H 3.7607 2.4736 -1.2586 0.073
H 2.7581 2.1908 -2.7626 0.071
H 4.3536 2.2921 -2.8594 0.066
H 3.7686 0.0714 -3.1079 0.129
H 5.0825 -1.4039 -1.6410 0.075
H 4.7425 -0.4883 -0.2438 0.073
H 5.7843 0.2018 -1.5145 0.074
H 2.1010 -0.6346 -2.1262 0.074
O -0.5758 -0.5603 0.1291 -0.065
H -1.4864 -0.3518 -0.0796 0.008
H -0.0797 -0.2560 -0.6308 0.038
O 0.3798 -2.2794 -2.0496 -0.041
H -0.4192 -2.7311 -2.3212 0.046
H 0.2187 -2.0334 -1.1387 -0.008
O -2.6136 0.1023 -1.5129 -0.053
H -3.4814 0.2095 -1.9021 0.062
H -2.2627 0.9913 -1.4602 -0.011
O 0.8328 -2.5245 1.4450 -0.061
H 1.6658 -2.4163 0.9860 0.023
H 0.3451 -1.7246 1.2489 -0.026
O -1.6882 0.8103 2.5547 -0.047
H -1.3821 0.6321 1.6654 -0.020
H -2.5548 1.1993 2.4367 0.026
O -1.5038 2.4602 -0.8494 -0.020
H -0.9124 2.9687 -1.4044 0.066
H -1.9539 3.1148 -0.3155 0.067

***

(2)
43
Properties=species:S:1:pos:R:3:lowdin_spin:R:1 method="wB97M-V/def2-TZVPD" homo_ev="0.1042 / -5.3837" spin_multiplicity=2 e_tot_ha=-959.57398 charge=-1 lumo_energy_ev="2.66 / 2.56"
C 1.1920 -2.8635 2.3312 0.033
C 0.6077 -1.9403 1.2605 0.052
C 1.1206 -0.7122 1.1321 0.049
C -0.3366 -3.5796 -0.4466 0.094
C -0.4843 -2.5154 0.3955 0.106
H 1.7883 -2.1527 2.9955 0.004
H 1.7705 -3.7567 2.0852 0.013
H 0.3710 -3.1199 2.9902 0.002
H 1.7420 -0.2492 1.8929 0.007
H 0.9647 -0.0453 0.2848 0.013
H 0.5349 -4.2182 -0.2748 0.027
H -1.1992 -3.8975 -1.0033 0.013
H -1.2404 -1.7547 0.4642 0.008
H 2.8558 -1.5869 -1.1690 0.032
H 1.7400 -2.5257 -1.3567 0.067
O 1.8872 -1.6077 -1.0524 0.190
H 1.2298 2.0305 -1.8371 0.007
H 1.6759 3.4497 -2.1614 0.005
O 1.6669 2.8092 -1.4432 0.023
H -1.6286 2.0005 -1.1609 0.002
H -1.1576 1.7103 -2.5258 0.004
O -1.6954 2.3834 -2.0868 0.009
H 0.2387 -0.3194 -2.8432 0.038
H 0.9536 -0.2191 -1.6188 0.013
O 0.2817 0.3176 -2.1107 0.078
H -1.3511 0.6697 -0.0884 0.003
H -2.5938 0.9165 0.6589 0.001
O -2.3092 0.5403 -0.1788 0.003
H 4.7047 0.2570 0.6320 0.010
H 3.3180 0.9275 0.1642 0.010
O 3.8902 0.1572 0.1311 0.044
H -2.7983 -1.2905 -0.5584 0.001
H -2.1114 -1.9886 -1.7084 0.013
O -2.8699 -2.0734 -1.1153 0.010
H -1.9638 2.8406 1.7514 0.001
H -1.5289 3.7479 0.8513 0.000
O -2.3182 3.1546 0.9026 0.002
H -0.4902 4.4513 -1.2330 0.002
H 0.5323 3.6500 -0.5910 0.003
O -0.1859 4.2579 -0.3353 0.005
H -3.0394 1.0880 2.6921 0.001
H -1.6599 0.1127 2.7318 0.002
O -2.1045 0.9445 2.5522 0.004

***

(3)
43
Properties=species:S:1:pos:R:3:lowdin_charge:R:1 method="wB97M-V/def2-TZVPD" homo_ev=-9.9127 relative_energy_ev=0.9165 e_tot_ha=-959.65902 smiles="C=CCCCO.O.O.O.O.O.O.O.O.O" lumo_energy_ev=0.27
C 2.9803 0.4265 1.6382 -0.009
C 1.7592 -0.0546 1.3911 -0.212
C 0.4987 0.6810 1.4407 -0.212
C -0.6599 0.5189 0.4222 -0.171
C -1.5066 -0.7638 0.6378 -0.164
O -2.0881 -0.7572 2.0219 -0.123
H 3.8157 -0.1702 1.8211 0.027
H 2.9907 1.5254 1.9435 0.090
H 1.7434 -1.1832 1.2309 0.121
H 0.6663 1.8209 1.3751 0.126
H 0.1060 0.4453 2.4208 0.108
H -1.2318 1.4766 0.3206 0.086
H -0.1877 0.3245 -0.5771 0.104
H -0.8330 -1.6127 0.6838 0.075
H -2.3611 -0.8688 -0.0840 0.133
H -2.5958 0.0178 2.1287 0.025
O 0.9590 -3.2458 -2.0211 -0.046
H 1.7804 -3.0792 -1.5516 0.047
H 0.3564 -3.4092 -1.3106 -0.012
O -4.0495 1.6950 1.3869 -0.045
H -3.4256 1.6727 0.6677 0.011
H -3.6223 2.2694 2.0592 0.066
O 1.9834 2.8684 -0.9653 -0.048
H 2.5299 2.2166 -0.5184 0.028
H 2.1787 2.8269 -1.8877 0.035
O -0.1571 -1.0358 -3.3970 -0.065
H -0.9313 -1.4554 -3.7911 0.059
H 0.3837 -1.6914 -2.9490 -0.012
O 0.2114 -3.8260 0.4527 -0.079
H 0.8421 -4.4424 0.7867 0.041
H -0.5381 -3.7448 1.1092 0.031
O -0.6704 2.6111 -3.1148 -0.054
H -1.0394 3.0725 -2.3395 0.022
H -0.7765 1.6902 -2.8567 0.011
O 1.8612 0.4157 -2.1658 -0.046
H 1.2016 0.2102 -2.8292 -0.002
H 2.1278 -0.3943 -1.7326 0.027
O -0.5601 3.6663 -0.1091 -0.078
H -0.2585 4.3195 0.5447 0.057
H 0.2601 3.3776 -0.5264 -0.018
O -1.1628 -3.1325 2.5872 -0.068
H -0.5592 -2.6114 3.1429 0.076
H -2.0209 -2.6704 2.5134 0.059

***

(4)
46
Properties=species:S:1:pos:R:3:lowdin_charge:R:1 method="wB97M-V/def2-TZVPD" homo_ev=-9.3059 relative_energy_ev=3.1133 e_tot_ha=-1090.28685 smiles="CC[C@@H](C=O)NCO.O.O.O.O.O.O.O.O.O" lumo_energy_ev=0.50
C 2.4171 -2.5708 -1.7461 -0.093
C 2.0240 -1.2293 -2.3393 -0.239
C 1.1763 -0.2860 -1.5082 -0.329
C 1.2728 1.1219 -2.0420 -0.184
O 1.5438 2.1031 -1.3901 0.037
N -0.1938 -0.7979 -1.4707 0.015
C -1.1524 0.0018 -0.7488 -0.250
O -1.2867 1.3367 -1.2591 -0.071
H 1.4414 -3.0618 -1.5761 0.072
H 2.8320 -2.5224 -0.7390 0.080
H 2.9281 -3.1080 -2.5434 0.075
H 1.6486 -1.4158 -3.3451 0.113
H 2.9655 -0.6524 -2.5163 0.121
H 1.5823 -0.3004 -0.4815 0.157
H 0.9395 1.2253 -3.0975 0.146
H -0.5616 -0.9872 -2.3963 0.122
H -2.1470 -0.4373 -0.8539 0.082
H -0.8163 0.0039 0.2833 0.120
H -2.0518 1.3225 -1.8626 0.071
O -4.0224 -1.8860 -0.8215 -0.073
H -4.3047 -2.5513 -1.4619 0.063
H -4.2631 -2.1976 0.0846 0.022
O 4.9168 0.3715 -0.1105 -0.071
H 5.6212 0.6918 -0.6606 0.017
H 4.4204 1.1667 0.1821 0.002
O 2.0799 0.4165 2.7013 -0.098
H 2.7675 0.7250 3.3051 0.055
H 2.4094 1.0773 2.0065 0.019
O -4.3793 -3.0977 1.5957 -0.085
H -3.5915 -2.6339 1.9601 0.004
H -4.1050 -4.0398 1.5484 0.074
O -2.0332 -2.2690 2.6308 -0.064
H -1.8863 -1.8492 3.4921 0.052
H -1.2331 -2.1382 2.0946 0.057
O -3.9603 0.8056 -1.2704 -0.074
H -3.8595 -0.1380 -1.0637 -0.020
H -4.8125 0.9863 -1.6985 0.059
O -0.4186 -0.2327 3.3078 -0.100
H -0.4176 0.6267 3.7752 0.057
H 0.4984 -0.3820 2.9729 0.012
O 0.3910 3.9694 1.0569 -0.045
H 0.4266 4.2194 0.1315 0.037
H -0.1498 3.1711 1.0801 0.041
O 2.9504 2.1509 0.8736 -0.099
H 2.7285 3.1067 0.9501 0.082
H 2.2462 2.0592 0.1624 0.031

***

(5)
44
Properties=species:S:1:pos:R:3:lowdin_charge:R:1 method="wB97M-V/def2-TZVPD" homo_ev=-7.8894 relative_energy_ev=6.9692 e_tot_ha=-939.59572 lumo_energy_ev=0.15
C 1.2993 2.5559 2.3451 -0.115
C 0.4540 1.3040 2.4723 -0.105
C -0.6365 1.3438 1.7189 -0.347
C -1.0445 2.4736 0.9417 -0.079
N -1.4090 0.0921 1.7178 -0.056
C -1.3756 -0.8874 0.5925 -0.102
H 1.8386 2.6947 3.2922 0.072
H 2.0702 2.6013 1.4950 0.092
H 0.7629 3.4433 1.8977 0.055
H 0.8272 0.6633 3.2402 0.088
H -0.2347 2.6402 0.2540 0.073
H -1.0062 3.5323 1.5015 0.139
H -1.9932 2.3367 0.4988 0.060
H -2.1229 0.0457 2.3859 0.081
H -1.2716 -0.4100 -0.3331 0.040
H -0.3622 -1.3775 0.6948 0.071
H -2.1170 -1.6248 0.8283 0.089
O 3.7647 0.0156 0.1136 0.025
H 3.7237 0.7616 -0.3654 -0.016
H 4.2045 -0.6328 -0.4008 0.055
O -0.1517 -3.0360 -0.7515 -0.171
H 0.6262 -3.4040 0.0009 0.123
H -0.2496 -3.9866 -0.7119 0.035
O -1.7863 3.3210 -1.6689 -0.106
H -2.7285 3.5556 -1.3902 0.095
H -1.8764 2.3712 -1.8419 -0.008
O 1.5373 -3.2019 1.2586 -0.090
H 2.4667 -2.8900 1.4945 0.089
H 0.9982 -2.9119 2.0428 0.091
O 2.6589 -1.0181 2.2982 -0.025
H 3.1557 -0.5678 1.6410 -0.022
H 2.0745 -0.4574 2.7371 -0.029
O -3.7931 -1.1943 -0.9368 -0.135
H -3.8278 -1.0484 -1.8800 -0.002
H -2.7304 -1.2299 -0.9605 0.031
O 2.3679 0.1458 -2.4180 0.059
H 1.5923 -0.1414 -1.9862 0.026
H 2.3124 0.9720 -2.5991 -0.069
O -1.6136 -1.8088 -2.6071 -0.057
H -1.3310 -1.1555 -3.1479 -0.053
H -0.9649 -2.2227 -1.9193 0.042
O -0.9700 1.0655 -2.8256 -0.008
H -1.3921 0.7156 -3.5030 -0.039
H -0.8727 2.0321 -3.1148 0.102

***

(6)
44
Properties=species:S:1:pos:R:3:lowdin_charge:R:1 method="wB97M-V/def2-TZVPD" homo_ev=-8.5073 relative_energy_ev=2.3087 e_tot_ha=-939.76699 smiles=CNCCCCO.O.O.O.O.O.O.O.O lumo_energy_ev=0.28
C -2.8473 -1.2963 -0.7335 -0.131
N -2.1404 -0.6421 0.3782 -0.121
C -3.0924 -0.1880 1.4230 -0.231
C -2.4797 -0.4126 2.8190 -0.175
C -1.2589 0.5046 3.0038 -0.178
C -0.0025 -0.3484 2.8759 -0.262
O 1.2002 0.3992 3.0738 -0.083
H -3.3700 -0.6200 -1.4250 0.080
H -2.0367 -1.6042 -1.4101 0.046
H -3.4052 -2.1392 -0.3639 0.076
H -1.4057 0.0071 0.1569 0.102
H -4.0402 -0.7127 1.4568 0.108
H -3.2155 0.8611 1.1562 0.115
H -2.2689 -1.4727 2.9440 0.111
H -3.2318 0.0653 3.4717 0.112
H -1.0927 1.2632 2.2238 0.108
H -1.1278 1.0098 3.9644 0.115
H 0.1906 -0.8270 1.9075 0.099
H 0.0173 -1.2222 3.5428 0.116
H 1.1625 1.2516 3.4252 0.052
O 2.8699 -0.8645 -2.3480 -0.073
H 3.1885 -1.0820 -1.4636 0.056
H 2.1982 -1.5695 -2.4334 0.017
O 2.8415 1.9331 1.2261 -0.031
H 2.4644 1.1555 1.6516 0.041
H 3.4353 2.4613 1.7594 0.074
O 2.6370 3.1913 -1.0300 -0.078
H 2.8296 2.5734 -0.2901 -0.017
H 2.7997 2.7143 -1.8488 0.035
O 0.0327 3.1985 0.3010 -0.072
H -0.3382 2.9796 -0.5570 0.026
H 0.9845 3.1378 0.1013 -0.014
O -1.1702 -0.5398 -3.5117 -0.082
H -0.4629 0.1379 -3.6814 0.017
H -1.1197 -0.9726 -4.3666 0.045
O 1.2205 0.6259 -3.6219 -0.052
H 1.4978 -0.1426 -4.1104 0.046
H 1.6980 0.6291 -2.7916 0.023
O -0.2961 -2.9919 0.4915 -0.042
H 0.0085 -3.7511 0.9925 0.067
H -1.2386 -2.9732 0.3216 0.032
O 0.5683 -2.6488 -2.1101 -0.080
H 0.0439 -1.8805 -2.3958 0.002
H 0.3389 -2.7604 -1.1648 0.000